This record from OMol25 describes C16H15ClMoN2O2Se as an isolated structure at a distorted geometry. The level of theory is the ωB97M-V functional and the def2-TZVPD basis.

The geometry in XYZ format:
```
38
Properties=species:S:1:pos:R:3:forces:R:3
Cl 0.2769 2.9633 -2.2979 -0.5 -2.3 0.3
C -2.0563 -0.3581 -3.1385 0.0 -0.5 -0.9
C -1.2725 -1.5617 -3.0246 -0.3 0.0 -1.1
C -0.0202 -1.3319 -3.7022 -0.6 0.0 -0.7
H -1.6115 -2.4949 -2.5861 0.1 0.3 0.0
C -0.0205 0.0136 -4.2275 -0.6 -0.9 -0.3
C -1.3030 0.5895 -3.9013 0.0 -0.8 -0.5
H -1.6233 1.5716 -4.2281 0.0 0.0 0.4
H -3.0704 -0.2241 -2.7765 0.2 0.0 0.0
H 0.7887 -2.0391 -3.8596 -0.2 0.0 0.2
C 1.0746 0.6446 -5.0227 0.2 0.3 0.0
Mo -0.1836 0.0635 -2.0033 2.2 3.9 1.4
C 1.8329 0.8053 -1.6425 4.0 0.8 1.4
O 2.8969 1.1046 -1.3108 -3.7 -0.9 -1.3
C -1.3046 1.2095 -0.6805 -2.8 3.0 4.3
O -1.8786 1.8379 0.1151 2.2 -2.5 -3.5
H 2.0562 0.3824 -4.6152 -0.1 0.0 -0.1
H 0.9743 1.7328 -5.0046 0.0 -0.2 0.0
H 1.0449 0.3050 -6.0659 -0.1 0.0 0.2
C 2.4268 -1.0860 2.1140 0.2 -0.1 0.0
N 0.9874 -0.8609 2.1960 -0.5 -0.1 -0.6
C 0.0819 -1.0641 1.2064 0.2 0.7 1.7
Se 0.4906 -1.8280 -0.4871 -0.5 -0.1 0.3
N -1.1246 -0.6707 1.6946 0.2 -0.3 -0.5
C -0.9921 -0.2078 3.0081 -0.2 0.2 -0.2
C -1.9012 0.3741 3.8837 0.0 0.1 0.5
C -1.3951 0.8311 5.1106 -0.2 -0.3 -0.6
C -0.0254 0.7207 5.4276 0.5 -0.4 -0.6
C 0.8791 0.1363 4.5244 -0.3 0.2 0.5
C 0.3492 -0.3252 3.3244 0.4 0.0 -0.3
H 2.9607 -0.1336 2.2135 -0.2 -0.2 0.0
H 2.6445 -1.5363 1.1420 0.1 0.1 0.3
H 2.7372 -1.7572 2.9221 -0.1 0.1 -0.2
H -1.9891 -0.6742 1.1590 0.3 -0.2 0.3
H -2.9479 0.4485 3.5926 0.2 0.1 0.3
H -2.0623 1.2873 5.8424 0.1 -0.1 -0.3
H 0.3314 1.0981 6.3859 -0.1 -0.1 -0.3
H 1.9484 0.0341 4.7124 -0.4 0.1 0.2
```
Positions in Å, forces in eV/Å.

Results
multiplicity = 3
total charge = +2
largest force on an atom = 5.92 eV/A
HOMO (alpha / beta) = -15.195 / -15.225 eV